[1]
72
Properties=species:S:1:pos:R:3:forces:R:3:mulliken_charge:R:1 method="wB97M-V/def2-TZVPD" largest_force_ev_per_a=2.32 de_lowest_ev=1.962 lumo_ev="-7.7 / -9.1" total_charge=+2 homo_lumo_gap_ev="6.25 / 4.80" e_homo_ev="-13.96 / -13.91"
V 0.061122 -0.312760 0.011551 -1.6 -1.1 1.3 -0.41
C -0.789738 0.226224 3.060905 -0.1 -0.1 0.2 -2.43
N 0.223890 0.049519 1.987495 0.0 0.0 0.5 0.84
C 1.468332 -0.007887 2.394930 0.3 0.0 -0.1 0.13
C 2.459136 -0.128264 1.421524 0.1 0.0 0.1 -0.58
C 3.854181 -0.128055 1.386584 0.0 -0.1 -0.1 -0.75
C 4.211293 -0.182159 0.035200 0.0 0.0 0.2 -0.91
C 3.032427 -0.212584 -0.706318 0.1 -0.1 0.0 -0.38
N 1.972408 -0.185256 0.127518 0.5 0.0 0.2 0.92
C -1.152819 -1.059432 3.773184 0.1 0.1 -0.2 0.98
C -1.981483 -2.014704 3.189239 0.0 0.1 0.1 0.25
C -2.280426 -3.189232 3.860813 0.0 -0.1 -0.1 -0.92
C -1.762468 -3.419733 5.126113 0.0 0.0 0.0 -0.52
C -0.951426 -2.466172 5.722269 0.0 -0.1 0.0 -0.68
C -0.646186 -1.293990 5.047104 0.0 0.0 -0.1 -0.48
H -1.672163 0.711879 2.652674 0.0 0.0 -0.1 0.60
H -0.370611 0.915925 3.794066 0.0 0.1 0.0 0.63
H 1.721416 0.048182 3.449665 -0.1 0.0 0.0 0.48
H 4.511457 -0.094875 2.240579 0.0 0.0 0.0 0.54
H 5.210645 -0.191539 -0.366437 0.0 0.0 0.0 0.47
H 2.918172 -0.257630 -1.778641 -0.1 0.0 0.0 0.57
H -2.431350 -1.830890 2.221867 0.0 0.0 -0.1 0.36
H -2.926534 -3.924443 3.400283 0.0 0.0 0.0 0.47
H -2.001112 -4.333834 5.652804 0.0 0.0 0.0 0.42
H -0.564030 -2.629869 6.718909 0.0 0.0 0.0 0.42
H -0.024366 -0.547309 5.528377 0.0 0.0 0.0 0.38
O 0.055201 -0.140712 -1.767948 0.1 -0.1 -0.7 -0.19
N 0.142746 1.025639 -2.335057 0.1 1.1 -0.3 -1.02
N 0.104753 1.935874 -1.453787 0.0 -1.2 -0.3 1.55
O -0.008618 1.554793 -0.208093 -0.1 1.5 -0.5 -0.21
C 0.123085 3.309535 -1.795798 0.0 1.0 -0.1 0.51
C 0.121923 3.689155 -3.140074 0.0 -0.3 0.2 -0.38
C 0.081305 5.035037 -3.438677 0.0 0.1 0.0 -0.70
C 0.043075 5.982394 -2.419721 0.0 0.0 0.0 -0.43
C 0.080216 5.589646 -1.087013 0.0 0.1 -0.2 -0.83
C 0.122103 4.247884 -0.764960 0.0 -0.4 0.1 -0.15
H 0.153307 2.937403 -3.915285 0.0 0.1 -0.1 0.50
H 0.080687 5.355208 -4.471122 0.0 0.0 0.0 0.43
H -0.011469 7.033583 -2.668060 0.0 0.0 0.0 0.43
H 0.083070 6.335819 -0.305126 0.0 0.0 0.0 0.41
H 0.168700 3.913755 0.261845 0.0 0.1 0.0 0.47
C 0.050151 -6.658452 -2.657376 0.0 0.0 -0.1 -1.16
C 0.094039 -6.048757 -1.299879 0.0 -0.1 0.1 0.88
C 0.261780 -6.790891 -0.126961 0.0 0.2 0.0 -0.65
C 0.283722 -6.102279 1.074678 0.0 -0.1 0.1 -0.25
N 0.153529 -4.779462 1.134105 0.0 0.4 0.4 -0.39
C 0.010423 -4.184356 -0.027718 0.1 -0.8 0.0 0.68
S -0.101894 -2.421520 0.049362 0.1 -0.3 0.0 0.22
N -0.033850 -4.721030 -1.220763 -0.2 0.5 -0.5 -0.45
H 0.105978 -7.742863 -2.619191 0.0 0.0 0.0 0.38
H 0.880299 -6.275870 -3.252841 0.0 0.0 0.0 0.31
H -0.865942 -6.355601 -3.164564 0.0 0.0 0.0 0.32
H 0.369722 -7.865547 -0.150867 0.0 0.0 0.0 0.39
H 0.412039 -6.605785 2.025430 0.0 -0.1 -0.1 0.50
C -4.985512 1.366049 -0.113795 0.0 -0.1 -0.1 -1.59
C -4.069090 0.860142 -1.232410 -0.2 0.0 0.3 1.30
C -4.410684 -0.582521 -1.601706 0.1 0.1 -0.1 -1.94
C -4.175895 1.756369 -2.459897 0.1 0.0 0.0 -1.65
N -2.641306 0.940256 -0.806089 0.1 0.0 -0.5 0.01
N -2.237124 -0.025664 0.159405 0.7 -0.2 0.2 0.05
H -6.019501 1.409586 -0.455779 0.0 0.0 0.0 0.45
H -4.700113 2.373902 0.196747 0.0 0.0 0.0 0.38
H -4.960805 0.709174 0.759910 0.0 0.0 0.0 0.35
H -5.336208 -0.598350 -2.174204 0.0 0.0 0.0 0.49
H -4.572967 -1.209385 -0.721687 0.0 0.0 0.0 0.38
H -3.628408 -1.017908 -2.230090 0.0 0.0 0.0 0.40
H -5.200173 1.762417 -2.829985 0.0 0.0 0.0 0.46
H -3.524133 1.392584 -3.255009 0.0 0.0 0.0 0.36
H -3.897887 2.785787 -2.221908 0.0 0.0 0.0 0.39
H -2.473644 1.857928 -0.410115 0.1 0.0 0.1 0.30
H -2.536372 -0.928999 -0.194420 -0.2 0.0 0.0 0.17
H -2.692882 0.108827 1.061485 0.0 -0.1 0.0 0.14

***

[2]
13
Properties=species:S:1:pos:R:3:forces:R:3:mulliken_charge:R:1 method="wB97M-V/def2-TZVPD" largest_force_ev_per_a=8.78 de_lowest_ev=5.531 lumo_ev=0.6 homo_lumo_gap_ev=10.98 e_homo_ev=-10.39
C -3.182840 -0.325369 0.276436 -8.4 0.0 -2.0 -0.59
C -1.018201 0.252405 -0.091545 0.6 2.4 1.0 0.60
C 2.642434 -0.206184 0.387131 1.9 -1.6 -1.8 0.11
H -3.374036 -0.028666 1.335310 1.5 -0.7 -0.5 0.31
H -3.642864 -1.344952 -0.073439 -1.2 1.9 1.9 0.24
H -3.856000 0.518578 -0.330836 1.8 -1.9 1.3 0.23
H 1.442358 0.597344 -1.184181 -0.3 0.4 -1.9 0.24
H 2.460821 -0.886628 1.342979 0.0 1.8 -1.8 0.28
N 1.365117 0.189920 -0.304461 2.9 -1.4 4.3 -0.07
O -2.089124 -0.672003 -0.374825 8.3 2.9 0.4 -0.20
O -1.080939 1.489411 0.132956 0.0 -5.9 -1.3 -0.47
O 0.173798 -0.550502 0.017272 -0.8 1.7 -1.4 -0.16
O 3.841959 -0.080684 -0.074245 -6.3 0.3 1.9 -0.50